(1)
Entry from the OMol25 dataset: the ion C2H7N2OS with charge +1 in a non-equilibrium geometry (ωB97M-V/def2-TZVPD).

Results
- HOMO level (spin up / spin down) (eV) = -10.984 / -14.548
- ⟨S²⟩ = 2.01
- gap between HOMO and LUMO (spin up / spin down) (eV) = 7.2 / 8.0

ORCA input file:
```
! RIJCOSX wB97M-V def2-TZVPD def2/J DEFGRID3
* xyz 1 3
H -0.225 2.149 0.038
C -1.258 -0.823 -0.393
H -0.663 -0.430 1.517
H 1.284 2.328 -0.049
C 0.768 0.375 0.077
N -0.182 -0.609 0.597
H -0.933 -1.209 -1.366
H -1.991 -1.549 -0.071
S 2.485 -0.237 0.260
N 0.557 1.661 0.232
H -1.672 0.155 -0.593
H 0.419 -1.510 0.822
O 1.412 -0.302 -1.072
*
```

(2)
Entry from the OMol25 dataset: a structure of composition C5H6O2 (ωB97M-V/def2-TZVPD).

Results
- HOMO level (eV) = -9.623
- gap between HOMO and LUMO (eV) = 10.7

ORCA input file:
```
! RIJCOSX wB97M-V def2-TZVPD def2/J DEFGRID3
* xyz 0 1
C -0.558 -0.939 0.090
C 0.995 0.549 -0.627
C -0.464 0.953 -0.318
H -1.010 -1.924 0.214
H 1.513 -1.667 -0.688
C -0.785 0.258 1.014
H -0.124 0.430 1.861
C 0.942 -0.853 -0.253
H -1.843 0.331 1.265
O 1.707 0.089 0.512
O -1.161 -0.136 -0.998
H 1.543 0.927 -1.485
H -0.773 1.975 -0.548
*
```

| no. | electronic energy (eV) |
| --- | --- |
| 1 | -18038.4588 |
| 2 | -9373.9456 |